Record 1
22
Properties=species:S:1:pos:R:3 method="wB97M-V/def2-TZVPD" de_lowest_kcal_mol=45.0 homo_ev=-8.624 largest_force_ha_per_bohr=0.1071 total_energy_ev=-7953.8172 gap_ev=9.73 charge=0 smiles=CCCNC(C)C
C -1.606 -0.563 -1.056
C -2.555 -1.638 -1.137
C -0.156 -0.960 -0.576
N 0.775 0.220 -0.608
C 2.188 1.818 0.810
C 0.862 1.065 0.623
C 0.580 0.215 1.811
H -2.068 0.272 -0.410
H -1.492 -0.121 -2.025
H -2.142 -2.554 -1.722
H -3.551 -1.556 -1.723
H -2.771 -2.081 -0.147
H -0.240 -1.446 0.367
H 0.081 -1.628 -1.435
H 1.629 -0.206 -0.969
H 2.198 2.626 -0.053
H 3.238 1.312 0.796
H 2.326 2.332 1.769
H 0.014 1.773 0.497
H 0.730 0.788 2.758
H 1.177 -0.666 1.928
H -0.436 -0.006 1.774

=====

Record 2
22
Properties=species:S:1:pos:R:3 method="wB97M-V/def2-TZVPD" de_lowest_kcal_mol=31.4 homo_ev=-9.045 largest_force_ha_per_bohr=0.0499 total_energy_ev=-7954.4030 gap_ev=10.17 charge=0 smiles=CCCNCCC
C 1.329 -0.367 -1.760
C 0.299 -0.564 -2.892
C 0.987 -1.069 -0.471
N -0.307 -0.598 0.208
C -0.373 0.874 0.387
C -0.282 1.101 1.949
C -1.505 0.569 2.737
H 1.552 0.688 -1.626
H 2.273 -0.714 -2.197
H -0.033 0.340 -3.410
H -0.668 -0.933 -2.514
H 0.554 -1.371 -3.576
H 0.925 -2.157 -0.552
H 1.678 -0.853 0.329
H -0.955 -0.860 -0.533
H 0.299 1.383 -0.302
H -1.377 1.244 0.161
H -0.387 2.187 2.026
H 0.693 0.728 2.268
H -2.345 1.172 2.385
H -1.643 -0.496 2.532
H -1.391 0.638 3.818

=====

Record 3
22
Properties=species:S:1:pos:R:3 method="wB97M-V/def2-TZVPD" de_lowest_kcal_mol=62.2 homo_ev=-8.440 largest_force_ha_per_bohr=0.0749 total_energy_ev=-7953.0689 gap_ev=9.54 charge=0 smiles=CCCNC(C)C
C 1.539 -0.846 -0.404
C 2.145 -2.190 -0.087
C 0.080 -1.239 -0.709
N -0.809 -0.096 -0.645
C -0.336 2.373 -0.202
C -0.778 0.985 0.480
C -2.108 1.154 1.152
H 1.610 -0.125 0.473
H 2.146 -0.313 -1.280
H 1.977 -2.579 0.823
H 1.724 -2.951 -0.733
H 3.124 -2.088 -0.363
H -0.310 -2.050 -0.046
H 0.019 -1.761 -1.645
H -1.784 -0.388 -0.464
H -0.674 3.338 0.132
H 0.778 2.560 -0.543
H -0.885 2.214 -1.158
H -0.101 0.551 1.112
H -1.983 1.772 2.113
H -3.011 1.536 0.509
H -2.363 0.144 1.487

=====

Record 4
22
Properties=species:S:1:pos:R:3 method="wB97M-V/def2-TZVPD" multiplicity=2 de_lowest_kcal_mol=37.9 homo_ev="-15.378 / -15.554" largest_force_ha_per_bohr=0.0704 total_energy_ev=-7945.7735 gap_ev="12.57 / 8.05" charge=+1
C -0.793 -1.892 -0.647
C -1.969 -2.176 -1.510
C -0.157 -0.440 -1.031
N 1.082 -0.009 -0.336
C -0.390 1.618 1.085
C 0.846 0.747 0.944
C 2.040 1.591 1.316
H 0.072 -2.504 -0.919
H -0.876 -1.641 0.442
H -2.649 -2.977 -1.251
H -1.684 -2.411 -2.536
H -2.333 -1.104 -1.650
H -0.110 -0.306 -2.137
H -0.905 0.296 -0.683
H 2.027 0.253 -0.651
H -1.351 1.179 1.405
H -0.550 2.189 0.180
H -0.222 2.303 1.929
H 0.839 -0.006 1.720
H 2.077 1.554 2.447
H 2.019 2.598 0.941
H 2.987 1.139 0.943

=====

Record 5
23
Properties=species:S:1:pos:R:3 method="wB97M-V/def2-TZVPD" de_lowest_kcal_mol=104.1 homo_ev=-13.312 largest_force_ha_per_bohr=0.1055 total_energy_ev=-9435.4583 gap_ev=9.86 charge=+1
C 1.495 1.156 -0.752
C 1.309 1.096 0.780
C 0.857 -0.002 -0.086
C -1.204 -0.687 1.224
C -1.220 -0.782 -1.316
C -0.716 -0.137 -0.082
N -1.229 1.745 -0.068
N 1.468 -1.361 0.036
H 0.944 1.813 -1.343
H 2.472 0.935 -1.053
H 2.283 1.292 1.166
H 0.541 1.776 1.176
H -2.204 -1.176 1.057
H -1.218 -0.104 2.046
H -0.572 -1.607 1.483
H -2.244 -0.858 -1.175
H -1.032 -0.238 -2.136
H -0.823 -1.805 -1.461
H -2.069 1.728 -0.574
H -1.483 2.030 0.844
H 2.491 -1.238 0.194
H 1.166 -1.729 -0.833
H 0.988 -1.845 0.871

=====

Record 6
23
Properties=species:S:1:pos:R:3 method="wB97M-V/def2-TZVPD" de_lowest_kcal_mol=117.6 homo_ev=-13.558 largest_force_ha_per_bohr=0.0406 total_energy_ev=-9434.8738 gap_ev=6.17 charge=+1
C -2.639 0.045 2.188
C -1.241 0.703 2.062
C -0.382 0.030 1.071
C 0.006 0.616 -0.138
N 0.661 -0.024 -1.065
C 0.967 0.770 -2.226
C 2.493 0.890 -2.338
N -3.275 0.216 0.852
H -3.133 0.594 2.985
H -2.627 -1.015 2.443
H -1.398 1.769 1.920
H -0.750 0.599 3.040
H 0.149 -0.829 1.480
H -0.390 1.617 -0.316
H 4.063 -5.214 -0.229
H 0.572 1.790 -2.168
H 0.515 0.343 -3.125
H 2.999 -0.057 -2.509
H 2.686 1.531 -3.201
H 2.957 1.381 -1.484
H 4.780 -5.379 -0.252
H -4.257 0.036 0.762
H -2.755 -0.414 0.251

=====

Record 7
23
Properties=species:S:1:pos:R:3 method="wB97M-V/def2-TZVPD" de_lowest_kcal_mol=60.0 homo_ev=-13.411 largest_force_ha_per_bohr=0.0796 total_energy_ev=-9437.3721 gap_ev=10.01 charge=+1 smiles=C[C@H]1C[C@@](C)([NH3+])[C@@H]1N
C 0.130 -1.108 -0.565
C 1.264 -0.139 -0.411
C 0.392 0.770 0.473
C -0.922 -0.122 -0.094
C 2.600 -0.593 0.212
C -2.000 0.361 -1.201
N 0.254 2.178 0.395
N -1.679 -0.489 1.152
H -0.158 -1.559 -1.474
H 0.274 -1.879 0.152
H 1.369 0.123 -1.513
H 0.527 0.356 1.556
H 3.014 -1.392 -0.329
H 2.394 -0.969 1.176
H 3.372 0.228 0.314
H -2.549 1.290 -0.880
H -2.616 -0.476 -1.283
H -1.429 0.489 -2.209
H 1.073 2.556 0.810
H 0.310 2.390 -0.625
H -2.594 -0.961 0.814
H -1.840 0.190 1.877
H -1.186 -1.245 1.652

=====

Record 8
23
Properties=species:S:1:pos:R:3 method="wB97M-V/def2-TZVPD" de_lowest_kcal_mol=57.1 homo_ev=-13.666 largest_force_ha_per_bohr=0.0267 total_energy_ev=-9437.4973 gap_ev=7.68 charge=+1
C 1.727 -0.188 -1.337
C 0.448 0.637 -1.462
C -0.478 0.507 -0.263
C -1.702 -0.142 -0.410
N -2.659 -0.209 0.519
C -0.118 0.904 1.003
C 0.788 2.043 1.210
N 0.492 -2.683 0.500
H 2.446 0.197 -0.620
H 1.416 -1.189 -1.032
H -0.082 0.357 -2.371
H 0.578 1.722 -1.545
H -2.055 -0.514 -1.372
H -2.632 0.419 1.312
H -3.012 -1.135 0.739
H -0.691 0.498 1.833
H 0.208 -3.642 0.665
H 0.249 2.849 1.725
H 1.117 2.473 0.269
H 1.653 1.853 1.850
H 2.129 -0.304 -2.340
H 0.292 -2.154 1.341
H -0.111 -2.299 -0.216

=====

Record 9
24
Properties=species:S:1:pos:R:3 method="wB97M-V/def2-TZVPD" de_lowest_kcal_mol=49.0 homo_ev=-12.581 largest_force_ha_per_bohr=0.1073 total_energy_ev=-11484.3347 gap_ev=9.55 charge=+1
C 0.798 -1.093 1.632
C 0.210 -1.192 2.955
C -0.900 0.642 -1.946
C 1.002 1.355 -0.253
C -0.519 -0.484 0.282
C 0.205 0.254 -0.908
N -1.612 0.082 0.940
N 1.096 -0.811 -1.529
O 1.734 -1.642 1.102
H -0.680 -1.777 2.880
H 0.698 -1.751 3.617
H -0.041 -0.223 3.239
H -1.626 -0.043 -2.150
H -1.375 1.544 -1.762
H -0.429 0.884 -3.028
H 2.016 1.219 -0.485
H 0.873 1.419 0.816
H 0.585 2.309 -0.634
H -0.957 -1.471 -0.096
H -1.360 1.015 1.172
H -2.450 0.068 0.375
H 1.791 -0.359 -2.092
H 0.644 -1.611 -1.922
H 1.641 -1.155 -0.623

=====

Record 10
27
Properties=species:S:1:pos:R:3 method="wB97M-V/def2-TZVPD" de_lowest_kcal_mol=85.2 homo_ev=-11.671 largest_force_ha_per_bohr=0.1228 total_energy_ev=-32107.1845 gap_ev=8.27 charge=+1
C -1.268 0.068 0.255
C -1.108 1.359 0.393
C -1.588 -0.387 -1.141
C -0.384 -0.429 -2.073
C 0.819 -1.198 -1.567
C 1.564 -0.643 -0.371
N -1.130 -0.927 1.243
N 1.737 0.772 -0.207
O 0.248 1.664 1.736
O -1.277 2.505 -0.102
P 0.007 -0.990 2.650
P -0.244 1.073 3.183
H -2.180 -1.388 -1.304
H -2.377 0.352 -1.420
H -0.525 -0.865 -3.124
H -0.149 0.588 -2.390
H 0.512 -2.213 -1.553
H 1.555 -1.271 -2.414
H 2.666 -0.956 -0.428
H 1.339 -1.144 0.594
H -1.113 -1.798 0.719
H 1.046 1.283 0.644
H 1.179 1.266 -0.982
H 2.649 0.911 0.084
H -1.920 2.985 0.307
H -1.044 -1.519 3.401
H 0.986 0.903 3.867